The following is a DFT calculation (wB97M-V/def2-TZVPD) of a structure of composition C7H10N4O at a distorted geometry.

Last column: natural (NBO) charge in e.
Element x y z (Å)
C: -0.547 -1.009 2.005  0.535
C: 1.904 0.689 -2.752  -0.363
C: 0.870 1.461 -1.893  -0.268
C: 0.091 1.649 -3.211  -0.363
C: 0.603 0.215 -3.492  -0.262
C: -0.109 -0.523 -2.362  -0.226
C: 0.058 0.294 -1.308  -0.191
H: -0.903 -2.602 1.047  0.502
H: -0.179 1.435 3.674  0.415
H: 2.518 1.389 -3.348  0.196
H: 2.497 -0.097 -2.270  0.204
H: 1.167 2.289 -1.256  0.210
H: -0.991 1.767 -3.128  0.203
H: 0.538 2.420 -3.863  0.195
H: 0.621 -0.197 -4.485  0.210
H: -0.564 -1.500 -2.392  0.215
H: -0.333 0.168 -0.278  0.232
N: -1.056 -1.440 3.164  -0.322
N: -0.973 -0.418 3.985  -0.018
N: -0.443 0.554 3.272  -0.151
N: -0.139 0.239 2.023  -0.305
O: -0.415 -1.785 0.908  -0.648

Forces on atoms 1 to 2 (eV/Å):
0.24 -0.79 -1.01
0.29 -0.08 -0.26

Calculated values
E   -15425.4161 eV
Total charge   0
HOMO-LUMO gap   9.249 eV
Maximum force   1.4 eV Å⁻¹

The following is a DFT calculation (wB97M-V/def2-TZVPD) of an isolated molecule of C7H10N4O4 at a distorted geometry.

Last column: Mulliken spin population.
Element x y z (Å)
C: -1.264 1.761 0.025  0.649
C: -2.571 -0.278 0.459  0.026
C: 1.439 0.039 0.579  -0.003
C: -0.310 0.972 -0.841  0.079
C: -0.457 -0.824 -0.678  0.023
C: 1.947 2.168 -0.338  0.006
C: 0.833 -2.419 0.846  0.001
N: -2.040 0.977 0.853  0.107
N: -1.812 -1.036 -0.382  0.017
N: 1.070 0.996 -0.291  0.145
N: 0.472 -1.026 0.433  0.009
O: -1.230 2.945 0.148  0.831
O: -3.639 -0.717 0.823  0.038
O: 2.289 0.059 1.440  0.029
O: -0.034 -1.644 -1.825  0.010
H: -0.360 1.316 -1.930  0.017
H: 2.891 2.059 0.228  0.001
H: 2.213 2.171 -1.417  0.003
H: 1.413 3.152 -0.086  0.010
H: 0.458 -2.867 1.761  0.000
H: 0.619 -3.086 0.016  0.000
H: 2.053 -2.436 0.985  0.001
H: -2.607 1.463 1.548  -0.001
H: -2.244 -1.852 -0.671  0.003
H: 0.869 -1.893 -1.685  0.000

Forces on atoms 1 to 2 (eV/Å):
-0.22 -7.92 -2.17
-0.18 0.92 0.45

Calculated values
Expectation value of S²   2.01
E   -21566.9890 eV
Total charge   0
2S+1   3
HOMO-LUMO gap (spin up / spin down)   6.022 / 5.921 eV
Maximum force   8.2 eV Å⁻¹

The following is a DFT calculation (wB97M-V/def2-TZVPD) of the ion C7H10N5O with charge +1 at a distorted geometry.

Last column: natural (NBO) charge in e.
Element x y z (Å)
C: -1.317 0.975 -1.231  0.252
C: -0.333 -0.680 0.898  -0.396
C: -0.480 -0.998 -0.368  0.334
C: 0.335 -1.584 1.796  0.636
C: 0.527 -3.090 -0.040  0.633
C: 0.443 2.366 -0.290  -0.456
C: -1.758 2.518 0.623  0.127
N: -1.080 -0.232 -1.312  -0.313
N: 0.153 -2.129 -0.821  -0.565
N: 0.578 -2.870 1.279  -0.607
N: 0.967 -4.303 -0.547  -0.786
N: -0.918 1.974 -0.182  -0.282
O: 0.626 -1.397 2.915  -0.556
H: -1.989 1.307 -2.049  0.240
H: 0.929 2.053 -1.325  0.274
H: 0.373 3.499 -0.060  0.246
H: 1.040 1.853 0.452  0.266
H: -2.747 2.094 0.668  0.234
H: -0.823 0.204 1.333  0.200
H: -1.523 3.372 1.277  0.244
H: 1.092 -3.529 2.011  0.445
H: 0.934 -4.471 -1.545  0.427
H: 1.355 -5.021 0.022  0.405

Forces on atoms 1 to 2 (eV/Å):
-1.98 0.21 -1.11
-1.18 1.83 2.49

Calculated values
SMILES   C=[N+](C)/C=N\c1cc(=O)[nH]c(N)n1
E   -16910.3816 eV
Total charge   +1
HOMO-LUMO gap   6.572 eV
Maximum force   4.3 eV Å⁻¹

The following is a DFT calculation (wB97M-V/def2-TZVPD) of the ion C7H10NO2 with charge +1 at a distorted geometry.

Last column: natural (NBO) charge in e.
Element x y z (Å)
C: 2.306 0.134 0.308  -0.414
C: 3.538 -0.174 0.243  0.734
C: 1.021 0.272 0.433  0.269
C: -0.056 -0.873 1.188  -0.414
C: -1.806 0.221 -0.412  -0.409
C: -0.726 1.123 -1.023  -0.254
C: -1.053 -1.028 0.130  0.060
N: 0.212 1.463 0.130  -0.572
O: 4.645 -0.523 0.162  -0.357
O: -0.537 -1.660 -1.033  -0.755
H: 0.361 -1.812 1.551  0.267
H: -0.470 -0.164 1.960  0.212
H: -2.090 0.765 0.411  0.197
H: -2.597 -0.025 -1.206  0.276
H: -0.334 0.516 -1.900  0.290
H: -1.247 2.072 -1.375  0.247
H: -1.952 -1.638 0.496  0.202
H: -0.161 1.738 1.041  0.449
H: 0.964 2.148 -0.158  0.465
H: -0.019 -2.553 -0.946  0.509

Forces on atoms 1 to 2 (eV/Å):
-1.71 1.41 -0.30
2.13 -1.22 -0.22

Calculated values
SMILES   O=C=C=C1C[C@H](O)CC[NH2+]1
E   -12995.4144 eV
Total charge   +1
HOMO-LUMO gap   8.357 eV
Maximum force   5.2 eV Å⁻¹

The following is a DFT calculation (wB97M-V/def2-TZVPD) of the ion C7H10NO3S3 with charge -1 at a distorted geometry.

Last column: natural (NBO) charge in e.
Element x y z (Å)
C: -0.680 1.398 0.622  0.064
C: -1.983 0.644 0.733  -0.006
C: -0.332 1.978 -0.495  -0.473
C: -1.874 -0.686 1.346  -0.509
C: -1.166 -1.482 0.191  -0.460
C: 0.386 -1.189 0.036  -0.207
C: 2.286 -0.110 -1.650  -0.803
N: 0.098 1.261 1.810  -0.893
O: 1.262 -2.100 0.683  -0.810
O: -0.153 -0.529 -2.522  -1.017
O: 2.334 0.241 1.034  -1.015
S: -3.329 1.415 0.256  -0.026
S: 0.861 -1.293 -1.767  1.239
S: 1.083 -0.388 1.460  1.466
H: -0.713 2.018 -1.520  0.237
H: 0.551 2.540 -0.331  0.182
H: -1.235 -0.552 2.184  0.251
H: -2.845 -1.076 1.627  0.224
H: -1.305 -2.575 0.337  0.224
H: -1.557 -1.459 -0.831  0.246
H: 2.559 0.045 -2.685  0.204
H: 3.104 -0.630 -1.169  0.240
H: 1.705 0.747 -1.119  0.271
H: 0.944 1.785 1.772  0.368

Forces on atoms 1 to 2 (eV/Å):
-1.22 -1.33 1.84
0.13 1.70 0.14

Calculated values
E   -47555.9385 eV
Total charge   -1
HOMO-LUMO gap   7.291 eV
Maximum force   2.6 eV Å⁻¹

The following is a DFT calculation (wB97M-V/def2-TZVPD) of an isolated molecule of C7H10O at a distorted geometry.

Last column: natural (NBO) charge in e.
Element x y z (Å)
C: -0.100 0.304 -0.961  0.256
C: 1.347 0.287 -0.323  -0.414
C: 0.961 -0.701 0.715  -0.219
C: 0.828 -1.165 2.166  -0.356
C: -0.289 -0.285 1.450  -0.259
C: -1.311 -0.148 0.140  -0.220
C: -1.056 1.308 -0.491  -0.470
H: -0.325 0.925 -2.737  0.463
H: 1.682 1.125 0.041  0.200
H: 2.086 0.028 -1.074  0.219
H: 0.768 -1.571 0.126  0.191
H: 0.819 -2.234 2.224  0.226
H: 1.279 -0.447 2.943  0.220
H: -0.176 0.599 1.948  0.181
H: -2.327 -0.566 -0.108  0.243
H: -2.047 1.418 -1.088  0.234
H: -0.679 2.256 0.009  0.212
O: -0.419 0.108 -2.307  -0.706

Forces on atoms 1 to 2 (eV/Å):
-3.12 0.97 -0.32
-2.30 -4.03 -2.38

Calculated values
SMILES   O[C@]12C[C@H]3C[C@@H]3[C@H]1C2
E   -9462.0797 eV
Total charge   0
HOMO-LUMO gap   9.542 eV
Maximum force   5.7 eV Å⁻¹